This record from the Open Molecules 2025 dataset describes a structure of composition C28H25Cl3MgN2O5Se2. The level of theory is ωB97M-V/def2-TZVPD.

Output
lowest unoccupied orbital energy: 4.25 eV
frontier orbital gap: 5.17 eV
HOMO level: -0.92 eV

ORCA input file:
```
! wB97M-V def2-TZVPD RIJCOSX def2/J DEFGRID3
* xyz -2 1
Mg 0.81 0.02 0.42
C 2.59 -3.68 -0.34
O 1.40 -3.00 0.02
C 0.24 -3.46 -0.48
C 0.13 -4.55 -1.33
C -1.11 -4.95 -1.81
C -2.25 -4.25 -1.45
C -2.15 -3.16 -0.60
C -0.92 -2.75 -0.10
N -0.76 -1.61 0.73
N -1.83 -1.35 1.35
C -1.97 -0.27 2.16
C -0.90 0.54 2.63
O 0.32 0.32 2.35
C -1.23 1.67 3.48
C -2.49 1.93 3.85
C -3.58 1.08 3.46
C -4.89 1.35 3.89
C -5.94 0.54 3.52
C -5.68 -0.57 2.70
C -4.41 -0.84 2.26
C -3.32 -0.03 2.62
H 2.55 -4.72 -0.02
H 3.39 -3.15 0.17
H 2.75 -3.63 -1.42
H 1.02 -5.09 -1.63
H -1.18 -5.80 -2.48
H -3.22 -4.54 -1.84
H -3.02 -2.58 -0.33
H -0.39 2.30 3.74
H -2.72 2.80 4.46
H -5.06 2.21 4.52
H -6.95 0.75 3.85
H -6.50 -1.22 2.40
H -4.23 -1.69 1.62
O 5.23 0.96 -2.03
C 4.24 1.95 -1.68
C 4.32 2.37 -0.21
C 5.65 3.11 0.01
O 6.82 2.34 -0.28
C 4.26 1.18 0.76
Se 3.36 -0.47 0.18
C 3.19 3.37 0.10
Se 1.36 2.71 -0.17
H 4.88 0.13 -1.65
H 3.24 1.57 -1.89
H 4.42 2.81 -2.33
H 5.72 3.42 1.06
H 5.65 4.02 -0.60
H 6.56 1.73 -0.98
H 3.77 1.50 1.68
H 5.27 0.86 1.01
H 3.35 4.27 -0.51
H 3.31 3.69 1.14
Cl -3.30 0.87 -5.84
C -2.53 0.85 -4.26
C -1.33 0.17 -4.10
C -0.75 0.17 -2.85
Cl 0.76 -0.69 -2.61
C -1.29 0.82 -1.70
O -0.75 0.81 -0.56
C -2.53 1.47 -1.96
Cl -3.31 2.25 -0.62
C -3.14 1.49 -3.20
H -0.86 -0.34 -4.92
H -4.08 2.01 -3.33
*
```

---

This record from the Open Molecules 2025 dataset describes the molecule C3H7NO2S2 in a non-equilibrium geometry. The level of theory is ωB97M-V/def2-TZVPD.

Output
lowest unoccupied orbital energy: 0.64 eV
frontier orbital gap: 10.13 eV
HOMO level: -9.49 eV

ORCA input file:
```
! wB97M-V def2-TZVPD RIJCOSX def2/J DEFGRID3
* xyz 0 1
C 0.43 1.00 -1.26
C 0.67 2.16 -0.40
C 1.06 0.74 0.04
N -1.56 -2.91 1.50
O -1.38 -0.06 0.62
O 0.66 -1.64 0.75
S -0.57 -2.85 0.39
S 0.01 -0.13 1.20
H -0.58 0.92 -1.49
H 1.07 0.93 -2.16
H 1.42 2.84 -0.53
H -0.10 2.67 0.07
H 2.14 0.42 0.35
H -2.33 -2.23 1.50
H -0.94 -1.87 -0.59
*
```

---

This record from the Open Molecules 2025 dataset describes a cluster of 2 separate species, C4H10NOS in total in a non-equilibrium geometry. The level of theory is ωB97M-V/def2-TZVPD.

Output
lowest unoccupied orbital energy (alpha / beta): 3.63 / 3.64 eV
frontier orbital gap (alpha / beta): 6.39 / 6.99 eV
HOMO level (alpha / beta): -2.77 / -3.34 eV

ORCA input file:
```
! wB97M-V def2-TZVPD RIJCOSX def2/J DEFGRID3
* xyz -1 1
C -1.26 -0.89 -0.04
C -0.70 1.54 0.58
C 0.60 0.33 -1.24
C -0.12 0.10 0.08
N 0.68 -0.35 1.24
O 1.48 -2.38 0.22
S 2.00 0.48 1.62
H -1.65 -0.87 0.90
H -2.00 -0.39 -0.82
H -0.93 -1.95 -0.31
H 0.05 2.13 1.02
H -1.49 1.11 1.18
H -1.20 2.05 -0.21
H -0.03 0.93 -2.07
H 1.50 1.01 -1.08
H 0.78 -0.66 -1.68
H 2.28 -2.19 0.59
*
```

---

This record from the Open Molecules 2025 dataset describes a cluster of 9 separate species, C30H87ClN8O4 in total in a non-equilibrium geometry. The level of theory is ωB97M-V/def2-TZVPD.

Output
lowest unoccupied orbital energy: -6.51 eV
frontier orbital gap: 3.54 eV
HOMO level: -10.05 eV

ORCA input file:
```
! wB97M-V def2-TZVPD RIJCOSX def2/J DEFGRID3
* xyz 2 1
N -4.14 7.04 2.11
H -3.75 6.20 1.71
H -5.12 6.97 2.34
H -4.14 7.85 1.50
H -3.61 7.14 2.96
N -1.05 8.38 -3.43
H -1.81 8.86 -2.98
H -0.51 7.83 -2.77
H -0.40 8.93 -3.97
H -1.46 7.75 -4.11
N 1.10 -0.13 -5.36
H 0.10 -0.05 -5.22
H 1.27 -0.27 -6.35
H 1.44 -0.97 -4.92
H 1.59 0.65 -4.94
Cl 2.16 3.16 0.29
O 1.32 4.35 0.28
O 3.31 3.31 1.18
O 1.33 2.03 0.56
O 2.67 2.95 -0.99
C -5.66 -0.22 0.77
C -6.20 -1.16 1.85
N -7.20 -2.07 1.27
C -6.55 -2.86 0.18
C -7.47 -3.83 -0.50
C -7.83 -2.92 2.33
C -6.81 -3.81 3.04
H -5.49 0.69 1.34
H -6.45 0.09 0.07
H -4.71 -0.51 0.34
H -5.40 -1.64 2.42
H -6.50 -0.59 2.73
H -6.15 -2.19 -0.58
H -5.69 -3.37 0.61
H -7.20 -4.01 -1.55
H -7.65 -4.79 -0.01
H -8.40 -3.31 -0.73
H -8.50 -3.64 1.86
H -8.36 -2.33 3.07
H -5.95 -3.40 3.57
H -6.42 -4.51 2.30
H -7.36 -4.48 3.71
C 3.28 -3.37 6.45
C 4.58 -2.61 6.87
N 5.26 -3.54 7.81
C 6.70 -3.37 7.81
C 7.66 -4.40 8.37
C 4.71 -3.23 9.15
C 4.98 -4.42 10.11
H 3.31 -4.45 6.28
H 2.99 -2.78 5.59
H 2.34 -3.15 6.96
H 5.20 -2.31 6.03
H 4.35 -1.62 7.27
H 7.00 -2.36 8.12
H 6.93 -3.37 6.75
H 7.72 -4.23 9.44
H 8.62 -4.29 7.85
H 7.26 -5.41 8.30
H 5.26 -2.35 9.46
H 3.69 -2.86 9.08
H 5.87 -4.15 10.67
H 4.15 -4.39 10.81
H 4.88 -5.41 9.66
C 3.81 -0.73 -12.49
C 3.10 -1.21 -11.12
N 3.02 -0.14 -10.16
C 2.16 0.93 -10.61
C 0.68 0.58 -10.88
C 4.31 0.39 -9.82
C 4.27 1.25 -8.53
H 3.85 -1.53 -13.24
H 4.75 -0.21 -12.35
H 3.20 0.03 -12.99
H 2.14 -1.70 -11.30
H 3.66 -2.06 -10.73
H 2.07 1.75 -9.91
H 2.58 1.42 -11.49
H 0.02 0.36 -10.03
H 0.21 1.41 -11.40
H 0.58 -0.29 -11.52
H 4.71 1.09 -10.56
H 5.09 -0.37 -9.77
H 3.50 2.02 -8.48
H 5.25 1.67 -8.32
H 4.25 0.60 -7.66
C -3.75 8.49 6.94
C -2.31 8.20 7.02
N -1.93 6.97 6.39
C -2.41 5.76 7.11
C -2.21 4.47 6.38
C -0.42 6.84 6.14
C 0.30 8.04 5.37
H -4.06 8.30 5.91
H -4.07 9.51 7.13
H -4.44 7.80 7.43
H -1.80 9.06 6.58
H -2.03 8.21 8.07
H -2.02 5.77 8.13
H -3.49 5.84 7.16
H -2.03 4.51 5.31
H -1.28 3.97 6.64
H -3.07 3.80 6.34
H -0.20 5.89 5.65
H 0.02 6.85 7.14
H 0.24 8.92 6.02
H -0.34 8.16 4.50
H 1.28 7.71 5.04
C -0.22 -6.48 -2.37
C -0.24 -5.02 -2.97
N 0.72 -4.83 -4.12
C 2.13 -5.22 -3.75
C 2.70 -4.35 -2.66
C 0.33 -5.66 -5.34
C -0.96 -5.25 -5.99
H -0.69 -7.18 -3.06
H -0.75 -6.46 -1.41
H 0.80 -6.77 -2.13
H -1.28 -4.76 -3.21
H 0.12 -4.32 -2.22
H 2.19 -6.29 -3.59
H 2.82 -4.90 -4.54
H 2.76 -3.27 -2.78
H 2.15 -4.38 -1.72
H 3.75 -4.61 -2.49
H 0.28 -6.72 -5.07
H 1.19 -5.54 -6.01
H -1.78 -5.10 -5.29
H -1.37 -5.99 -6.68
H -0.93 -4.28 -6.49
*
```

---

This record from the Open Molecules 2025 dataset describes a structure of composition C46H58F16IN8O5S in a non-equilibrium geometry. The level of theory is ωB97M-V/def2-TZVPD.

Output
lowest unoccupied orbital energy: -4.15 eV
frontier orbital gap: 6.59 eV
HOMO level: -10.74 eV

ORCA input file:
```
! wB97M-V def2-TZVPD RIJCOSX def2/J DEFGRID3
* xyz 1 1
C -7.13 -3.17 -2.67
C -5.59 -2.96 -2.25
C -4.76 -4.01 -1.45
C -3.25 -3.82 -1.08
C -2.48 -2.50 -1.52
C -0.95 -2.48 -1.12
C -0.13 -1.10 -1.30
N -0.30 -0.42 -2.60
C -0.42 -1.14 -3.65
S -0.57 -2.19 -4.94
N -0.93 -0.18 -0.37
C -0.30 1.03 0.14
F -0.37 0.93 1.61
C -1.33 2.28 -0.12
C -2.73 2.06 0.71
C -2.74 2.86 2.12
C -2.75 4.46 1.97
N -1.53 5.15 2.51
C 1.17 1.44 -0.32
I 1.24 3.11 -1.79
O 1.73 2.02 0.94
N 1.83 3.38 0.85
O 2.75 3.74 1.52
C 2.09 0.28 -0.98
C 3.65 0.44 -0.82
F 4.05 1.81 -0.49
F 4.31 -0.31 0.18
C 4.56 0.27 -2.17
F 4.97 -1.06 -2.45
F 4.04 0.98 -3.30
C 1.45 -1.23 -0.80
C 2.15 -2.19 -1.87
C 3.15 -3.35 -1.52
C 4.23 -3.31 -0.39
C 4.63 -4.81 0.08
F 5.15 -5.44 -1.12
F 3.53 -5.60 0.50
C 5.82 -4.81 1.16
F 6.92 -4.06 0.65
F 6.28 -6.17 1.26
F 5.35 -4.32 2.41
C 1.55 -1.68 0.74
O 1.92 -0.86 1.64
C 1.30 -3.12 1.40
F 0.99 -4.19 0.52
F 2.42 -3.59 2.19
C 0.11 -3.12 2.53
F -0.81 -2.05 2.39
F 0.74 -2.90 3.82
C -0.59 -4.58 2.69
F 0.35 -5.62 2.91
F -1.55 -4.86 1.67
C -1.45 -4.48 4.08
O -0.96 -5.01 5.11
O -2.71 -3.83 4.16
C -3.35 -1.50 -2.31
C -4.84 -1.65 -2.68
H -7.13 -4.08 -3.39
H -7.81 -3.47 -1.80
H -7.53 -2.29 -3.30
H -5.29 -4.98 -1.12
H -2.76 -4.68 -0.53
H -0.46 -3.39 -1.62
H -0.95 -2.75 0.01
H -1.38 -0.70 0.41
H -1.76 0.13 -0.95
H -1.64 2.37 -1.21
H -0.91 3.26 0.33
H -2.88 0.95 0.97
H -3.60 2.50 0.10
H -3.66 2.57 2.76
H -1.82 2.60 2.78
H -3.65 4.86 2.58
H -2.89 4.82 0.88
H -1.14 5.82 1.83
H -0.79 4.48 2.79
H 1.96 0.48 -2.12
H 5.57 0.81 -1.96
H 2.58 -1.49 -2.69
H 1.35 -2.75 -2.51
H 2.56 -4.34 -1.41
H 3.74 -3.55 -2.50
H 4.05 -2.73 0.57
H 5.24 -2.91 -0.81
H -2.80 -3.14 3.46
H -2.83 -0.53 -2.65
H -5.39 -0.86 -3.29
C 10.23 -4.02 2.04
C 10.70 -2.58 2.18
C 11.12 -1.95 0.85
C 12.31 -2.59 0.29
N 13.25 -3.09 -0.16
H 11.03 -4.67 1.70
H 9.89 -4.40 3.01
H 9.39 -4.10 1.34
H 11.53 -2.54 2.90
H 9.88 -1.98 2.60
H 11.33 -0.89 1.01
H 10.29 -2.01 0.13
C 5.72 3.84 -3.03
C 5.64 5.04 -3.95
C 5.43 6.36 -3.20
C 4.12 6.42 -2.54
N 3.10 6.47 -2.02
H 4.78 3.68 -2.49
H 5.93 2.93 -3.61
H 6.52 3.96 -2.29
H 4.84 4.89 -4.68
H 6.58 5.11 -4.52
H 5.50 7.19 -3.91
H 6.23 6.50 -2.46
C -7.99 1.07 -2.34
C -8.33 1.16 -0.86
C -7.31 1.96 -0.06
C -6.00 1.31 0.00
N -4.96 0.81 0.04
H -7.05 0.53 -2.50
H -8.77 0.53 -2.88
H -7.90 2.06 -2.78
H -8.42 0.14 -0.45
H -9.31 1.63 -0.76
H -7.68 2.09 0.97
H -7.21 2.97 -0.48
C -9.21 3.60 3.81
C -8.72 5.04 3.94
C -8.33 5.67 2.60
C -7.15 5.02 2.01
N -6.23 4.52 1.54
H -8.42 2.94 3.44
H -9.53 3.22 4.78
H -10.06 3.54 3.12
H -7.88 5.07 4.64
H -9.52 5.64 4.39
H -8.11 6.73 2.76
H -9.17 5.62 1.91
*
```

---

This record from the Open Molecules 2025 dataset describes a cluster of 3 separate species, C2H12NO2S2 in total in a non-equilibrium geometry. The level of theory is ωB97M-V/def2-TZVPD.

Output
lowest unoccupied orbital energy: -3.27 eV
frontier orbital gap: 9.07 eV
HOMO level: -12.34 eV

ORCA input file:
```
! wB97M-V def2-TZVPD RIJCOSX def2/J DEFGRID3
* xyz 1 1
N -0.91 0.76 -1.18
C -0.06 0.99 0.08
C 1.35 0.47 -0.11
S 1.20 -1.27 0.36
S 2.96 -2.13 0.28
H -0.78 1.59 -1.74
H -3.51 3.57 -1.21
H -0.62 -0.06 -1.70
H -0.55 0.45 0.89
H -0.08 2.03 0.38
H 1.86 0.71 -1.05
H 1.93 0.94 0.69
H 3.25 -2.38 -1.05
H -4.14 -0.27 0.82
H -3.85 1.23 0.61
O -3.45 0.36 0.55
H -2.54 3.62 -0.03
H -1.86 0.68 -0.81
O -3.16 3.04 -0.46
*
```

---

This record from the Open Molecules 2025 dataset describes a cluster of 2 separate species, C11H26N2 in total in a non-equilibrium geometry. The level of theory is ωB97M-V/def2-TZVPD.

Output
lowest unoccupied orbital energy: -7.02 eV
frontier orbital gap: 11.31 eV
HOMO level: -18.34 eV

ORCA input file:
```
! wB97M-V def2-TZVPD RIJCOSX def2/J DEFGRID3
* xyz 2 1
C -1.56 -0.15 0.16
C -1.87 1.25 0.48
C -0.54 -2.43 -1.51
C -3.28 -0.36 -2.73
C 1.49 1.82 3.20
C 3.99 0.96 -0.45
C 2.30 -0.54 1.69
C -1.88 -2.32 -0.79
C -3.50 -0.51 -1.22
C 1.74 1.78 1.76
C 2.47 0.87 -0.32
N -2.28 -0.93 -0.56
N 2.08 0.75 1.08
H -2.81 1.32 1.02
H -1.09 1.69 1.10
H -1.99 1.85 -0.42
H -0.36 -3.47 -1.77
H -0.54 -1.85 -2.44
H 0.29 -2.09 -0.89
H -4.21 -0.04 -3.19
H -2.52 0.38 -2.95
H -3.00 -1.30 -3.20
H 0.74 2.57 3.45
H -0.68 -0.60 0.60
H 1.24 0.86 3.64
H 4.48 0.07 -0.08
H 4.24 1.07 -1.50
H 4.37 1.82 0.08
H 1.42 -0.87 2.25
H 2.53 -1.28 0.93
H 3.14 -0.51 2.39
H -1.82 -2.83 0.17
H -2.65 -2.80 -1.39
H -4.26 -1.27 -1.04
H -3.85 0.43 -0.81
H 2.41 2.17 3.68
H 1.66 2.72 1.22
H 2.10 0.00 -0.87
H 2.01 1.77 -0.74
*
```

---

This record from the Open Molecules 2025 dataset describes a cluster of 2 separate species, C19H27N3O3S in total in a non-equilibrium geometry. The level of theory is ωB97M-V/def2-TZVPD.

Output
lowest unoccupied orbital energy: 0.48 eV
frontier orbital gap: 9.25 eV
SMILES string: CNC(=O)[C@H](Cc1ccc(O)cc1)NC(C)=O.CC[C@@H](C)c1nccs1
HOMO level: -8.77 eV

ORCA input file:
```
! wB97M-V def2-TZVPD RIJCOSX def2/J DEFGRID3
* xyz 0 1
O -2.03 -4.24 1.59
O -6.53 -0.96 1.05
N 5.94 3.25 -1.43
O 2.20 -0.24 1.45
S 5.96 1.50 0.49
C -2.61 -3.20 1.88
C -5.58 -1.48 0.48
C 5.25 2.25 -0.94
C 7.09 3.48 -0.69
C 7.27 2.64 0.38
C 0.02 0.58 2.01
C 0.33 -0.95 0.13
C -1.37 0.60 1.76
C -1.05 -0.91 -0.13
C 0.87 -0.21 1.20
C -1.91 -0.15 0.70
N -5.83 -2.16 -0.65
N -3.41 -2.62 0.98
C -2.45 -2.62 3.27
C -4.92 -2.81 -1.59
C 1.43 2.19 -1.60
C 4.02 1.77 -3.08
C 2.78 2.59 -1.00
C 3.96 1.75 -1.54
C -3.40 -0.19 0.45
C -4.17 -1.37 1.10
H 2.64 -0.94 0.97
H 7.79 4.28 -0.94
H 8.11 2.69 1.06
H 0.44 1.15 2.82
H 0.98 -1.54 -0.50
H -2.02 1.19 2.39
H -1.46 -1.48 -0.94
H -6.81 -2.17 -0.89
H -3.48 -3.12 0.11
H -2.02 -1.62 3.20
H -3.41 -2.58 3.76
H -1.77 -3.25 3.84
H -5.41 -2.92 -2.56
H -4.02 -2.21 -1.73
H -4.65 -3.80 -1.23
H 1.28 1.11 -1.52
H 1.37 2.49 -2.65
H 0.62 2.69 -1.05
H 3.17 1.25 -3.52
H 4.03 2.80 -3.45
H 4.94 1.27 -3.42
H 2.74 2.47 0.09
H 2.97 3.65 -1.21
H 3.81 0.71 -1.22
H -3.56 -0.22 -0.63
H -3.85 0.74 0.80
H -4.31 -1.13 2.15
*
```

---

This record from the Open Molecules 2025 dataset describes a structure of composition C4H9O2S2 in a non-equilibrium geometry. The level of theory is ωB97M-V/def2-TZVPD.

Output
lowest unoccupied orbital energy: 3.56 eV
frontier orbital gap: 7.51 eV
HOMO level: -3.95 eV

ORCA input file:
```
! wB97M-V def2-TZVPD RIJCOSX def2/J DEFGRID3
* xyz -1 1
C 0.53 1.45 0.45
C -0.64 -1.40 -0.88
C -0.09 0.18 1.05
C 0.23 -1.06 0.29
O -0.12 -3.95 1.50
O -2.05 -2.44 1.78
S 0.12 -2.03 3.65
S -0.60 -2.63 1.91
H 0.15 1.62 -0.56
H 0.28 2.32 1.06
H 1.61 1.36 0.40
H -0.26 -2.27 -1.41
H -1.64 -1.63 -0.52
H -0.72 -0.57 -1.59
H 0.28 0.07 2.08
H -1.17 0.29 1.11
H 1.28 -1.30 0.20
*
```